Formula: C32H50BN8Pb
Source: the Open Molecules 2025 dataset
Level of theory: ωB97M-V/def2-TZVPD

Properties
Relative energy (zero: lowest compared OMol25 entry of this formula, charge and spin) = 0.0 kJ/mol
LUMO level = -4.25 eV
Maximum force = 0.0327 Eh/bohr
HOMO level = -9.477 eV
Kohn-Sham gap = 5.23 eV

Structure (ORCA input):
```
! RIJCOSX wB97M-V def2-TZVPD def2/J DEFGRID3
* xyz 1 1
Pb 1.66303 -2.09008 -1.69521
B 0.32070 -0.54984 -0.25879
H 0.27208 -0.01187 -1.29392
H 1.43643 -0.76521 0.04186
H -0.11337 0.09265 0.59258
H -0.25236 -1.54737 -0.45746
C -1.93286 -5.48403 1.85728
C -0.50225 -6.01461 1.86364
C 0.15190 -6.21143 0.50174
C 0.21932 -5.02319 -0.33032
N 0.17104 -4.03538 -0.91469
H -2.67504 -6.27358 1.74076
H -2.06348 -4.67731 1.13158
H -2.20454 -4.99818 2.79694
H -0.45644 -6.95929 2.41243
H 0.11038 -5.41240 2.54255
H -0.38553 -7.00556 -0.02241
H 1.15133 -6.60950 0.69081
C -3.36791 -2.65492 -0.58972
C -3.52181 -1.38885 -1.44794
C -3.16015 -1.61909 -2.91396
C -1.71564 -1.75842 -3.06521
N -0.58001 -1.86665 -3.18061
H -4.08479 -2.71380 0.22722
H -2.35393 -2.80763 -0.21715
H -3.59794 -3.54831 -1.18274
H -3.04043 -0.54149 -0.96336
H -4.58227 -1.12908 -1.40396
H -3.42664 -0.71909 -3.47590
H -3.64108 -2.48837 -3.35749
C 6.37091 1.18659 -3.84766
C 6.55096 -0.25221 -3.38332
C 6.39028 -0.49152 -1.88296
C 5.04381 -0.39049 -1.32193
N 3.97882 -0.28802 -0.89467
H 5.33495 1.49193 -4.01026
H 6.87556 1.27654 -4.80968
H 6.77909 1.95204 -3.18549
H 7.59356 -0.52835 -3.56189
H 5.99347 -0.92848 -4.03289
H 7.07264 0.21077 -1.39774
H 6.73657 -1.45963 -1.50402
N -2.22364 1.85943 -0.00503
C -2.71405 1.90900 1.28249
C -3.55586 2.97215 1.33677
C -3.65974 3.53555 0.06892
C -2.84131 2.82422 -0.78586
H -1.53295 1.23381 -0.37169
H -2.36584 1.18639 2.00252
H -4.10366 3.31577 2.20093
H -4.21128 4.44147 -0.12832
H -2.53766 2.92573 -1.81528
N -0.97413 -1.60968 2.56234
C -0.18364 -2.27175 3.46280
C -1.01556 -2.87834 4.36164
C -2.33524 -2.49805 4.04645
C -2.28652 -1.68353 2.93096
H -0.58584 -1.10913 1.77565
H 0.88862 -2.16650 3.44520
H -0.74307 -3.49294 5.20495
H -3.23831 -2.82764 4.53552
H -3.06601 -1.21643 2.35549
N 0.24140 3.14547 3.95201
C 0.21557 1.80363 3.67906
C 0.15804 1.15241 4.90112
C 0.04275 2.14018 5.89637
C 0.18145 3.36224 5.30174
H 0.31463 3.86942 3.26055
H 0.35956 1.42693 2.68115
H 0.08328 0.08967 5.07106
H -0.12215 1.95919 6.94672
H 0.17942 4.34415 5.74174
N -0.12149 3.30365 -2.99898
C -0.51136 2.06350 -3.46853
C -1.38966 2.25218 -4.50906
C -1.60421 3.64734 -4.62910
C -0.82170 4.24013 -3.69319
H 0.57973 3.56629 -2.32777
H 0.00603 1.20032 -3.08504
H -1.81048 1.48214 -5.13540
H -2.23196 4.11322 -5.36946
H -0.74956 5.28647 -3.43521
N 1.39479 2.52805 -0.42343
C 2.62423 3.01005 -0.84222
C 2.70664 4.31791 -0.45206
C 1.49003 4.68850 0.16785
C 0.70547 3.56864 0.15556
H 1.07202 1.58917 -0.60700
H 3.31737 2.36207 -1.34847
H 3.53163 4.98324 -0.65739
H 1.22556 5.64921 0.57329
H -0.33968 3.43781 0.39161
*
```

Charge distribution, Mulliken scheme, values in e: 1.043, 3.652, -0.831, -0.080, -1.316, -0.474, -0.579, -0.498, -0.534, 0.359, -0.400, 0.428, -0.096, 0.210, 0.400, 0.235, 0.306, 0.318, -0.926, -0.077, -0.647, 0.281, -0.457, 0.497, -0.184, 0.411, -0.189, 0.464, 0.363, 0.440, -1.116, -0.313, -0.649, 0.401, -0.496, 0.290, 0.340, 0.329, 0.308, 0.296, 0.320, 0.362, 0.459, -0.399, -0.817, -0.711, -0.304, -0.173, 0.448, 0.482, 0.428, 0.269, 1.563, -0.866, -0.691, -1.011, -0.460, -0.571, 0.530, 0.411, 0.509, 0.438, 0.149, -0.631, -0.125, -0.778, -0.533, 0.200, 0.441, 0.398, 0.401, 0.403, 0.268, -0.535, -0.466, -0.656, -0.594, 0.222, 0.181, 0.489, 0.432, 0.382, 0.252, -0.525, -0.621, -0.766, -0.391, -0.061, 0.392, 0.418, 0.519, 0.410

Formula: C32H51AsI2N3O5SbSi3Ti
Source: the Open Molecules 2025 dataset
Level of theory: ωB97M-V/def2-TZVPD

Properties
Relative energy (zero: lowest compared OMol25 entry of this formula, charge and spin) = 0.0 kJ/mol
LUMO level = -1.41 eV
Maximum force = 0.0177 Eh/bohr
HOMO level = -8.030 eV
Kohn-Sham gap = 6.62 eV

Structure (ORCA input):
```
! RIJCOSX wB97M-V def2-TZVPD def2/J DEFGRID3
* xyz 0 1
Ti 1.85653 2.07626 -3.00315
O 1.31159 2.28771 0.91646
C 1.69611 2.34064 -0.21590
O 1.02441 1.91352 -1.27596
C 3.12097 2.81106 -0.63809
O 4.00445 2.98824 0.14430
O 3.20798 2.88349 -1.96343
O 2.70598 1.63787 -4.58384
C 3.25955 0.41017 -4.93754
C 3.54222 -0.36420 -3.68036
C 4.35428 -1.48364 -3.62116
C 4.51129 -2.12570 -2.40543
C 3.85456 -1.62899 -1.28875
C 3.07178 -0.50110 -1.42772
N 2.91498 0.11617 -2.60214
H 4.00459 3.16500 -5.29975
H 4.16512 0.54885 -5.53626
H 2.54730 -0.16240 -5.54853
H 4.85544 -1.83270 -4.51392
H 5.14327 -3.00054 -2.32588
H 3.94901 -2.09506 -0.31940
H 2.53558 -0.09072 -0.58103
N -4.04280 -2.27701 -4.81860
C -3.12715 -1.63977 -4.54831
C -1.97747 -0.84167 -4.20996
C -1.44559 0.04877 -5.13525
C -0.34391 0.79507 -4.76705
N 0.21024 0.70150 -3.55491
C -0.30970 -0.14833 -2.66360
C -1.39476 -0.95127 -2.95420
H -1.88081 0.16205 -6.11706
H 0.10725 1.50779 -5.44516
H 0.14659 -0.16767 -1.68182
H -1.78161 -1.63396 -2.21078
C -4.30141 2.72781 -2.29963
As -2.36811 2.62364 -1.98279
C -2.11981 4.46466 -1.37995
C -2.38501 1.69644 -0.22172
C -3.35736 2.21983 0.78272
C -3.03695 3.30974 1.59186
C -3.94739 3.80735 2.51121
C -5.19891 3.22088 2.64481
C -5.52925 2.13200 1.85075
C -4.61637 1.63991 0.92883
H -4.83414 3.12666 -1.43656
H -4.69397 1.73875 -2.53892
H -4.46939 3.37868 -3.15796
H -2.88025 4.75364 -0.65568
H -2.17708 5.11590 -2.25157
H -1.12755 4.57381 -0.94209
H -1.35511 1.75268 0.14072
H -2.59635 0.64859 -0.45182
H -2.05271 3.75683 1.51250
H -3.67446 4.65081 3.13283
H -5.90854 3.60649 3.36518
H -6.49998 1.66254 1.94947
H -4.88071 0.78542 0.31494
C -2.81442 -1.35197 2.15813
Si -1.28111 -0.75475 3.06195
C -1.30974 1.09806 3.32035
C -1.21996 -1.57783 4.74677
Sb 0.69837 -1.27786 1.53043
Si 0.42645 -3.80256 1.32421
C -0.70292 -4.06181 -0.15835
C -0.31741 -4.68547 2.80304
C 2.10237 -4.56658 0.94716
Si 2.58280 -1.10885 3.25004
C 2.48779 0.60110 3.99677
C 2.49606 -2.43313 4.57757
C 4.22861 -1.29318 2.36484
H -3.71571 -1.02125 2.68134
H -2.83613 -2.44294 2.10177
H -2.85596 -0.95609 1.14103
H -2.32775 1.43900 3.52659
H -0.93604 1.63951 2.45125
H -0.68498 1.37080 4.17342
H -2.14988 -1.35801 5.28016
H -0.39726 -1.18289 5.34580
H -1.11165 -2.66113 4.68745
H -1.63388 -3.50169 -0.04004
H -0.96016 -5.11640 -0.28667
H -0.21505 -3.71764 -1.07391
H -1.35107 -4.37665 2.97164
H 0.24455 -4.49524 3.71879
H -0.31697 -5.76419 2.62230
H 2.53373 -4.13300 0.04202
H 2.00453 -5.64413 0.78971
H 2.80712 -4.41180 1.76721
H 1.52744 0.77621 4.48488
H 2.60904 1.36454 3.22479
H 3.27559 0.73387 4.74331
H 1.62744 -2.30438 5.22456
H 3.39293 -2.38716 5.20197
H 2.44355 -3.43357 4.14277
H 4.36105 -0.51627 1.60861
H 4.33085 -2.27224 1.89118
H 5.04357 -1.19091 3.08686
I 0.78133 4.28512 -3.97413
I 5.34634 3.65089 -6.05051
*
```

Charge distribution, Mulliken scheme, values in e: -0.380, -0.510, 0.648, 1.070, 0.100, -0.564, -0.537, -0.212, -0.497, 0.371, -0.993, -0.597, -0.609, -0.242, 0.930, 0.035, 0.492, 0.196, 0.504, 0.460, 0.362, 0.306, -0.477, -0.307, 0.536, -0.894, -0.849, 1.040, -0.811, -0.317, 0.565, 0.547, 0.493, 0.695, -1.275, 0.415, -1.232, -0.317, 0.839, -0.028, -0.771, -0.601, -0.851, -0.054, 0.316, 0.317, 0.444, 0.370, 0.457, 0.253, -0.571, 0.093, 0.429, 0.409, 0.420, 0.431, 0.413, -0.736, 0.293, -0.557, -1.059, -0.804, 0.602, -1.096, -1.120, -0.968, 0.479, -0.937, -0.960, -1.085, 0.384, 0.363, -0.033, 0.300, -0.038, 0.528, 0.394, 0.250, 0.269, 0.252, 0.474, 0.236, 0.285, 0.304, 0.423, 0.171, 0.422, 0.239, 0.186, 0.231, 0.428, 0.241, 0.410, 0.201, 0.255, 0.273, 0.471, -0.298, -0.132